14
Properties=species:S:1:pos:R:3 method="wB97M-V/def2-TZVPD" homo_ha=-0.355 de_lowest_kcal_mol=72.07 homo_lumo_gap_ev=10.28 e_tot_ha=-324.60962 smiles="C=C=CC=O.C=N"
C 1.6639 -1.2362 -1.1350
C 1.1376 -0.0662 -0.9107
C 0.5904 1.1006 -0.6608
C -0.8851 1.2619 -0.5867
O -1.6827 0.3930 -0.8664
H 1.8964 -1.9089 -0.3125
H 1.8773 -1.5768 -2.1451
H 1.2118 1.9724 -0.4653
H -1.2255 2.2640 -0.2633
C -1.0917 -0.7078 1.9718
N -0.7335 0.4902 2.1836
H -1.3639 -0.9965 0.9528
H -1.1527 -1.4863 2.7424
H -0.5077 0.6353 3.1702



14
Properties=species:S:1:pos:R:3 method="wB97M-V/def2-TZVPD" homo_ha=-0.334 de_lowest_kcal_mol=101.90 homo_lumo_gap_ev=10.07 e_tot_ha=-324.56207
O 0.3552 -2.2242 -0.9657
C 0.9747 -1.6557 -1.7332
C 0.7756 0.6600 -0.9062
C -0.5154 1.0127 -0.2429
C -1.1873 -0.0932 0.5754
C 0.1541 -0.1945 1.3266
N 0.7581 0.9451 0.5516
H 1.2175 -0.1898 -1.6423
H 1.2199 1.5034 -1.4053
H -0.9981 1.9739 -0.4385
H -1.5419 -0.9684 0.0285
H -1.9995 0.2750 1.2129
H 0.7101 -1.1302 1.2555
H 0.0772 0.0859 2.3836



14
Properties=species:S:1:pos:R:3 method="wB97M-V/def2-TZVPD" homo_ha=-0.283 de_lowest_kcal_mol=91.63 homo_lumo_gap_ev=8.34 e_tot_ha=-324.57845
C 1.3411 1.1182 -0.5258
N 0.3048 0.0602 -0.4423
C -1.0662 0.5185 -0.4764
C -1.7818 -0.2305 0.3877
C -0.9333 -1.2079 1.0251
C 0.3449 -0.9784 0.6228
O 1.4888 -1.5738 0.5851
H 1.6513 1.2358 -1.5685
H 2.2117 0.8524 0.0780
H 0.9340 2.0709 -0.1725
H -1.3483 1.4368 -0.9802
H -2.8458 -0.1278 0.5724
H -1.2456 -2.0522 1.6184
H 0.9446 -1.1223 -0.7238



14
Properties=species:S:1:pos:R:3 method="wB97M-V/def2-TZVPD" homo_ha=-0.320 de_lowest_kcal_mol=52.94 homo_lumo_gap_ev=9.61 e_tot_ha=-324.64011 smiles="C=NCCC=C=O"
C 1.5268 -0.7589 0.6392
N 0.3649 -1.2484 0.5232
C -0.7018 -0.4175 1.0450
C -1.3645 0.2689 -0.1618
C -0.3836 0.6495 -1.2403
C 0.9282 0.6868 -1.3014
O 2.0643 0.8136 -1.5662
H 2.3670 -1.2227 0.1265
H 1.7398 0.1519 1.2177
H -0.3204 0.3359 1.7540
H -1.4346 -1.0413 1.5683
H -1.9033 1.1708 0.1611
H -2.1136 -0.4074 -0.5870
H -0.7685 1.0165 -2.1841



14
Properties=species:S:1:pos:R:3 method="wB97M-V/def2-TZVPD" homo_ha=-0.351 de_lowest_kcal_mol=29.08 homo_lumo_gap_ev=10.45 e_tot_ha=-324.67812 smiles="CC=C=CC(N)=O"
C 0.5946 -1.3867 2.3005
C 0.8680 -0.0748 1.6102
C 0.5139 0.1505 0.3768
C 0.2334 0.2713 -0.8983
C -0.9130 1.0817 -1.4034
N -1.1018 1.0094 -2.7574
O -1.5802 1.8158 -0.6966
H -0.2377 -1.9069 1.8232
H 0.3765 -1.2675 3.3657
H 1.4803 -2.0257 2.2065
H 1.4399 0.6871 2.1376
H 0.9229 -0.1652 -1.6202
H -1.8603 1.5582 -3.1315
H -0.7365 0.2529 -3.3130



14
Properties=species:S:1:pos:R:3 method="wB97M-V/def2-TZVPD" homo_ha=-0.336 de_lowest_kcal_mol=134.31 homo_lumo_gap_ev=9.74 e_tot_ha=-324.51043
C -1.8213 0.1742 0.1558
C -0.5115 0.2582 -0.6041
C 0.5339 1.1260 0.0634
C 1.7036 0.4096 0.0955
N 1.6758 -0.6258 -1.0097
C 0.5112 -0.8422 -0.2837
O 0.6415 -1.4887 0.8434
H -2.3517 1.1309 0.1093
H -1.6415 -0.0760 1.2058
H -2.4694 -0.5985 -0.2690
H -0.6407 0.3839 -1.6828
H 0.2959 1.8511 0.8395
H 1.5412 -0.6212 1.1363
H 2.3548 -1.3403 -0.7558



14
Properties=species:S:1:pos:R:3 method="wB97M-V/def2-TZVPD" homo_ha=-0.344 de_lowest_kcal_mol=53.48 homo_lumo_gap_ev=10.28 e_tot_ha=-324.63925 smiles="C[C@]12N[C@H]1CC2=O"
C -1.8286 0.1390 0.0617
C -0.4179 -0.3670 0.1132
N 0.2900 -1.2606 1.0317
C 0.7276 0.1184 0.9458
C 1.5290 0.5023 -0.3047
C 0.4419 -0.2170 -1.1157
O 0.2589 -0.4772 -2.2741
H -1.8162 0.8973 -0.7333
H -2.1165 0.6428 0.9866
H -2.5779 -0.6020 -0.2199
H 0.9124 -1.9247 0.5690
H 0.6561 0.6976 1.8606
H 2.5869 0.2764 -0.4404
H 1.3544 1.5747 -0.4806



14
Properties=species:S:1:pos:R:3 method="wB97M-V/def2-TZVPD" homo_ha=-0.282 de_lowest_kcal_mol=45.39 homo_lumo_gap_ev=8.68 e_tot_ha=-324.65213 smiles=Cc1occc1N
C 1.2382 -0.1108 1.3515
C -0.1678 -0.2730 0.8416
O -0.7520 0.9528 1.1541
C -1.1120 1.5264 0.0135
C -1.0215 0.6666 -1.0368
C -0.4165 -0.5159 -0.4949
N 0.0869 -1.5874 -1.2259
H 1.9214 -0.8731 0.9827
H 1.5310 0.8546 0.9025
H 1.3026 0.0134 2.4342
H -1.1964 2.5940 0.0887
H -1.2092 0.8873 -2.0792
H -0.2478 -1.6553 -2.1764
H 0.0432 -2.4795 -0.7556